[1]
DFT (the ωB97M-V functional and the def2-TZVPD basis) results for a cluster of 3 separate species, C2H9O2S in total in a non-equilibrium geometry.

ORCA input file:
```
! RIJCOSX wB97M-V def2-TZVPD def2/J DEFGRID3
* xyz -1 1
C 2.58 0.23 -0.60
C 1.09 0.61 -0.70
S 0.08 -0.59 0.16
H 3.12 0.58 -1.44
H 3.01 0.61 0.32
H 2.78 -0.80 -0.65
H 1.11 1.65 -0.12
H 0.78 0.83 -1.85
H -3.10 -1.18 -1.16
H -2.13 -0.23 -0.63
O -3.09 -0.20 -0.87
H -1.53 -0.61 1.91
H -2.70 -0.13 2.88
O -2.00 -0.78 2.74
*
```

orbital gap	7.057	eV
LUMO level	4.01	eV
electronic energy	-17150.964	eV
relative energy (zero: lowest compared OMol25 entry of this formula, charge and spin)	19.36	kcal per mole

---

[2]
DFT (the ωB97M-V functional and the def2-TZVPD basis) results for a structure of composition C20H32N6OSSiTi.

ORCA input file:
```
! RIJCOSX wB97M-V def2-TZVPD def2/J DEFGRID3
* xyz 1 2
Ti 0.53 -0.51 0.12
S -0.69 -1.06 -1.82
C -1.73 -0.12 -0.74
N -2.53 0.88 -1.16
N -2.55 1.11 -2.45
C -3.39 2.06 -3.03
C -4.28 2.81 -2.25
C -5.09 3.74 -2.87
C -5.01 3.94 -4.25
C -4.13 3.19 -5.01
C -3.31 2.25 -4.40
N -1.65 -0.24 0.59
N -0.91 -1.27 1.12
C -1.53 -1.93 2.20
C -0.85 -2.92 2.91
C -1.45 -3.58 3.97
C -2.74 -3.25 4.35
C -3.43 -2.27 3.65
C -2.84 -1.62 2.57
H -1.92 0.58 -3.06
H -4.33 2.64 -1.19
H -5.78 4.32 -2.28
H -5.65 4.67 -4.72
H -4.07 3.34 -6.08
H -2.62 1.66 -4.99
H 0.15 -3.23 2.62
H -0.90 -4.35 4.50
H -3.21 -3.76 5.18
H -4.45 -2.02 3.92
H -3.38 -0.88 2.02
N 1.83 -1.94 1.13
C 2.38 -1.57 2.47
C 3.02 -0.17 2.45
C 2.21 0.90 3.20
C 0.75 1.04 2.80
N 0.57 1.27 1.34
H 1.36 -2.84 1.18
H 2.61 -2.05 0.49
H 3.11 -2.32 2.76
H 1.56 -1.62 3.19
H 3.18 0.13 1.42
H 4.01 -0.23 2.91
H 2.71 1.86 3.06
H 2.23 0.69 4.27
H 0.31 1.86 3.36
H 0.18 0.14 3.06
H 1.28 1.93 1.01
H -0.33 1.71 1.19
C 2.65 -1.24 -3.27
Si 3.28 -0.16 -1.89
C 4.76 -0.97 -1.07
C 3.72 1.54 -2.49
O 2.09 -0.02 -0.74
H 3.42 -1.40 -4.02
H 1.80 -0.77 -3.76
H 2.34 -2.22 -2.91
H 5.60 -1.05 -1.77
H 4.54 -1.99 -0.73
H 5.11 -0.39 -0.21
H 4.49 1.50 -3.26
H 4.09 2.17 -1.68
H 2.84 2.03 -2.92
*
```

orbital gap (spin up / spin down)	6.573 / 6.536	eV
LUMO level (spin up / spin down)	-3.47 / -4.08	eV
electronic energy	-74073.691	eV
relative energy (zero: lowest compared OMol25 entry of this formula, charge and spin)	0.00	kcal per mole

---

[3]
DFT (the ωB97M-V functional and the def2-TZVPD basis) results for the molecule C5H12NPS3 in a non-equilibrium geometry.

ORCA input file:
```
! RIJCOSX wB97M-V def2-TZVPD def2/J DEFGRID3
* xyz 0 1
C 3.56 0.17 -1.38
C 3.32 -0.23 0.02
S 4.54 -0.55 1.02
C 1.92 -0.26 0.68
S 0.70 -0.09 -0.78
P -1.18 -1.06 -0.37
S -0.84 -2.59 0.77
N -2.35 -0.02 0.21
C -2.76 1.11 -0.62
C -2.66 0.09 1.66
H 4.64 0.28 -1.40
H 3.13 1.10 -1.71
H 3.10 -0.54 -2.04
H 1.74 -1.33 1.03
H 1.71 0.44 1.51
H -1.55 -1.23 -1.77
H -3.77 1.05 -1.01
H -2.77 2.04 -0.17
H -2.21 1.21 -1.56
H -2.08 -0.58 2.17
H -2.51 1.14 1.91
H -3.69 -0.13 1.84
*
```

orbital gap	8.515	eV
LUMO level	-0.13	eV
electronic energy	-48663.582	eV

---

[4]
DFT (the ωB97M-V functional and the def2-TZVPD basis) results for a cluster of 2 separate species, C9H15N2S2 in total in a non-equilibrium geometry.

ORCA input file:
```
! RIJCOSX wB97M-V def2-TZVPD def2/J DEFGRID3
* xyz 1 1
C 0.98 -3.09 0.12
C 1.13 -2.38 -1.06
C -0.14 -2.87 0.91
C 0.18 -1.45 -1.44
C -1.09 -1.94 0.52
C -0.93 -1.22 -0.65
C -1.95 -0.19 -1.06
C -1.91 1.03 -0.15
C 2.38 0.77 0.48
N -2.81 2.00 -0.47
N 2.84 1.72 1.26
S -0.02 1.70 -0.30
S 2.99 0.38 -1.05
H 1.71 -3.82 0.41
H 1.99 -2.57 -1.70
H -0.28 -3.43 1.82
H 0.30 -0.91 -2.37
H -1.97 -1.79 1.13
H -2.96 -0.60 -0.99
H -1.78 0.13 -2.09
H -1.94 0.77 0.91
H 1.73 0.01 0.90
H -2.88 2.24 -1.45
H 3.48 2.42 0.92
H 2.48 1.84 2.20
H -2.90 2.80 0.15
H -0.23 2.75 0.50
H 3.81 1.44 -1.18
*
```

orbital gap	8.031	eV
LUMO level	-3.97	eV
electronic energy	-34220.390	eV
relative energy (zero: lowest compared OMol25 entry of this formula, charge and spin)	0.00	kcal per mole

---

[5]
DFT (the ωB97M-V functional and the def2-TZVPD basis) results for a structure of composition C16H23AlCl33FI2N in a non-equilibrium geometry.

ORCA input file:
```
! RIJCOSX wB97M-V def2-TZVPD def2/J DEFGRID3
* xyz -1 1
C 2.91 -4.77 0.05
C 1.56 -4.11 -0.26
C 0.43 -4.54 0.68
N -0.19 -3.45 1.43
Al 0.45 -3.06 3.08
I -1.57 -2.17 4.53
I 1.41 -5.08 4.34
C 1.75 -1.51 3.08
C 2.93 -1.60 4.01
F 2.25 -1.32 1.76
H 3.46 -5.04 -0.85
H 3.53 -4.07 0.59
H 2.77 -5.66 0.65
H 1.68 -3.03 -0.20
H 1.27 -4.32 -1.28
H 0.78 -5.31 1.36
H -0.33 -5.01 0.06
H -0.25 -2.63 0.85
H 1.20 -0.61 3.34
H 3.43 -0.64 4.11
H 3.63 -2.36 3.70
H 2.57 -1.87 5.00
C -4.25 0.53 2.72
Cl -5.28 1.09 4.04
Cl -5.03 -0.77 1.83
Cl -3.83 1.87 1.66
H -3.34 0.14 3.17
C 6.34 -3.39 -1.95
Cl 5.65 -3.87 -3.50
Cl 5.29 -2.28 -1.08
Cl 6.69 -4.81 -0.96
H 7.28 -2.89 -2.14
C 0.97 1.95 0.55
Cl -0.65 1.44 0.98
Cl 0.93 2.79 -1.01
Cl 1.67 2.99 1.80
H 1.60 1.07 0.46
C -0.41 3.18 -4.88
Cl -1.83 2.56 -4.04
Cl -0.87 4.11 -6.30
Cl 0.57 4.14 -3.78
H 0.17 2.33 -5.21
C 0.77 0.56 7.49
Cl 1.03 2.19 6.81
Cl -0.16 -0.48 6.32
Cl 2.31 -0.18 7.91
H 0.19 0.67 8.39
C -0.81 4.21 9.51
Cl -2.51 4.42 9.07
Cl 0.06 5.75 9.44
Cl -0.67 3.50 11.11
H -0.36 3.54 8.80
C 1.44 -5.48 -4.65
Cl 2.35 -6.36 -3.43
Cl 0.82 -3.97 -4.00
Cl 2.43 -5.18 -6.09
H 0.60 -6.08 -4.95
C -4.99 4.22 -3.34
Cl -6.71 4.45 -3.65
Cl -4.11 5.74 -3.53
Cl -4.72 3.54 -1.74
H -4.61 3.53 -4.07
C -1.65 7.14 5.95
Cl -3.14 7.34 5.04
Cl -1.19 5.45 6.06
Cl -0.36 8.12 5.25
H -1.83 7.50 6.96
C -2.63 2.78 -9.96
Cl -3.15 2.02 -8.46
Cl -3.89 2.69 -11.18
Cl -2.14 4.45 -9.68
H -1.77 2.24 -10.33
C -1.55 -1.75 -9.55
Cl -3.26 -1.52 -9.88
Cl -0.64 -0.28 -9.91
Cl -1.28 -2.26 -7.90
H -1.19 -2.53 -10.21
*
```

orbital gap	6.729	eV
LUMO level	1.38	eV
electronic energy	-457216.740	eV

---

[6]
DFT (the ωB97M-V functional and the def2-TZVPD basis) results for a structure of composition C37H33HoO2P2 in a non-equilibrium geometry.

ORCA input file:
```
! RIJCOSX wB97M-V def2-TZVPD def2/J DEFGRID3
* xyz 2 5
C 2.49 0.47 -1.15
C 2.30 0.38 0.26
C 2.92 -0.70 0.92
C 3.78 -1.58 0.26
C 4.06 -1.42 -1.10
C 3.31 -0.45 -1.81
P 1.19 1.43 1.30
C 1.73 1.42 3.03
C 1.15 0.57 4.01
C 1.66 0.47 5.31
C 2.71 1.34 5.66
C 3.22 2.26 4.74
C 2.70 2.32 3.46
Ho -0.45 -0.76 1.11
P -1.83 -1.09 -1.16
C -0.81 -2.58 -0.45
C -0.08 -3.23 -1.46
C 1.06 -3.90 -1.07
C 1.35 -4.19 0.26
C 0.49 -3.75 1.27
C -0.69 -3.06 0.92
C -3.49 -1.64 -0.89
C -4.48 -0.66 -0.72
C -5.66 -0.97 -0.09
C -5.92 -2.29 0.31
C -4.95 -3.29 0.10
C -3.73 -2.97 -0.50
C -1.56 -0.41 -2.80
C -1.18 0.95 -2.94
C -1.07 1.51 -4.20
C -1.33 0.74 -5.35
C -1.71 -0.60 -5.21
C -1.85 -1.18 -3.95
C 1.18 3.12 0.67
C 2.36 3.58 0.07
C 2.41 4.85 -0.51
C 1.30 5.70 -0.49
C 0.13 5.24 0.12
C 0.08 3.99 0.70
H -4.25 0.36 -0.98
H -6.41 -0.19 0.07
H -6.86 -2.55 0.81
H -5.13 -4.31 0.45
H -2.94 -3.72 -0.58
H -0.40 -3.19 -2.51
H 1.73 -4.21 -1.86
H 2.20 -4.84 0.49
H 0.66 -4.02 2.33
H -1.50 -3.02 1.66
H -1.00 1.53 -2.03
H -0.78 2.55 -4.29
H -1.24 1.19 -6.35
H -1.91 -1.20 -6.09
H -2.17 -2.22 -3.81
H 3.24 2.93 0.05
H 3.32 5.19 -0.99
H 1.35 6.70 -0.93
H -0.76 5.87 0.14
H -0.83 3.68 1.17
H 0.17 0.11 3.76
H 1.23 -0.25 6.04
H 3.12 1.32 6.66
H 4.02 2.94 5.03
H 3.07 3.08 2.79
H 2.77 -0.82 2.00
H 4.27 -2.34 0.88
H 4.86 -1.98 -1.57
H 3.39 -0.40 -2.92
H 2.04 1.29 -1.73
H 1.19 -1.78 -2.44
H 1.00 -1.06 -2.63
O -1.78 1.86 1.77
C -2.58 0.98 2.21
O -2.35 -0.33 2.10
H -3.56 1.24 2.67
*
```

orbital gap (spin up / spin down)	6.878 / 6.939	eV
LUMO level (spin up / spin down)	-6.92 / -6.85	eV
electronic energy	-87359.729	eV